*one*
19
Properties=species:S:1:pos:R:3:mulliken_charge:R:1 method="wB97M-V/def2-TZVPD" orbital_gap_ha="0.096 / 0.443" charge=-1 e_lumo_ev="4.140 / 4.179" spin_multiplicity=2
C -1.432 -0.057 0.235 2.49
C -1.678 1.378 -0.254 -1.76
C -2.340 -1.058 -0.467 -2.26
H -0.393 -0.359 0.173 -2.13
H -1.654 -0.101 1.306 0.54
H -0.949 1.682 -1.002 0.59
H -1.636 2.102 0.560 0.33
H -3.396 -0.828 -0.320 0.47
H -2.126 -1.058 -1.534 0.51
H -2.685 1.451 -0.669 0.51
H -2.229 -2.093 -0.113 0.68
C 2.664 -0.854 0.471 -2.79
C 2.601 0.592 0.015 -0.60
H 2.587 -0.935 1.565 0.40
H 1.835 -1.437 0.066 0.25
H 3.586 -1.396 0.242 1.19
H 3.258 1.235 0.606 0.65
H 1.572 0.948 0.056 -0.49
H 2.834 0.681 -1.048 0.44

*two*
19
Properties=species:S:1:pos:R:3:mulliken_charge:R:1 method="wB97M-V/def2-TZVPD" orbital_gap_ha="0.100 / 0.437" charge=-1 e_lumo_ev="4.251 / 4.469" spin_multiplicity=2
C -0.606 1.063 0.366 0.44
C -2.060 1.489 0.287 -2.37
C 0.257 1.886 1.322 -2.43
H -0.643 0.054 0.818 0.22
H -0.108 0.846 -0.566 0.46
H -2.160 2.519 -0.080 0.51
H -0.196 1.781 2.305 0.60
H -2.457 1.464 1.306 0.54
H -2.721 0.888 -0.339 0.56
H 1.295 1.564 1.332 0.53
H 0.186 2.950 1.103 0.52
C 1.470 -1.510 -1.291 -1.52
C 0.876 -2.787 -0.658 -2.10
H 0.630 -0.924 -1.658 0.14
H 2.031 -0.958 -0.539 0.40
H 2.102 -1.837 -2.102 0.77
H 0.110 -2.532 0.047 0.65
H 0.414 -3.461 -1.381 0.49
H 1.638 -3.328 -0.090 0.57

*three*
19
Properties=species:S:1:pos:R:3:mulliken_charge:R:1 method="wB97M-V/def2-TZVPD" orbital_gap_ha="0.095 / 0.438" charge=-1 e_lumo_ev="4.149 / 4.249" spin_multiplicity=2
C 0.373 2.196 1.135 -1.92
C 1.627 1.436 1.567 -1.86
H -0.512 1.591 0.991 -0.06
H 0.293 3.048 1.821 1.47
H 0.688 2.785 0.273 0.13
H 1.593 1.001 2.568 0.64
H 2.556 1.992 1.626 0.86
H 1.796 0.572 0.914 0.16
C -0.958 -0.964 -0.511 -0.54
C -1.092 -2.497 -0.718 -1.48
C -0.060 -0.275 -1.524 -1.54
H -1.941 -0.504 -0.466 0.82
H -0.551 -0.901 0.492 -0.31
H -0.436 -3.055 -0.037 0.54
H -0.761 -2.856 -1.688 0.42
H -0.567 -0.406 -2.480 0.89
H 0.033 0.783 -1.315 -0.08
H -2.137 -2.765 -0.613 0.49
H 0.939 -0.686 -1.689 0.36

*four*
19
Properties=species:S:1:pos:R:3:mulliken_charge:R:1 method="wB97M-V/def2-TZVPD" orbital_gap_ha="0.100 / 0.440" charge=-1 e_lumo_ev="4.223 / 4.358" spin_multiplicity=2
C -1.513 0.911 0.090 0.16
C -0.968 0.713 -1.415 -2.51
C -2.311 -0.339 0.478 -2.04
H -0.661 1.165 0.744 0.01
H -2.153 1.773 0.079 0.60
H -1.887 0.750 -2.025 0.95
H -0.472 -0.192 -1.462 -0.10
H -1.654 -1.006 0.962 0.60
H -3.134 -0.093 1.061 0.66
H -0.373 1.534 -1.736 0.63
H -2.525 -0.854 -0.428 0.34
C 3.000 -1.047 0.417 -1.45
C 1.680 -0.140 0.447 -0.10
H 3.276 -0.829 1.463 0.23
H 2.598 -2.122 0.393 0.58
H 3.742 -0.870 -0.342 0.85
H 1.794 0.722 1.078 0.81
H 0.898 -0.773 0.647 -0.70
H 1.217 0.214 -0.536 -0.52

Of them, *four* has the lowest stability.

*one*
7
Properties=species:S:1:pos:R:3:mulliken_charge:R:1 method="wB97M-V/def2-TZVPD" orbital_gap_ha=0.346 e_lumo_ev=0.236 smiles=CC#CI
C -0.048 -0.019 0.335 0.46
C -0.767 0.099 1.340 -0.46
C 0.608 -0.051 -0.948 -1.02
I -1.942 0.203 3.066 0.21
H 1.201 0.821 -1.250 0.29
H -0.281 -0.176 -1.711 0.22
H 1.228 -0.876 -0.832 0.29

*two*
7
Properties=species:S:1:pos:R:3:mulliken_charge:R:1 method="wB97M-V/def2-TZVPD" orbital_gap_ha="0.252 / 0.328" e_lumo_ev="-0.162 / 0.131"
C -0.528 -0.296 0.850 0.00
C -0.554 -0.698 -0.412 -0.29
C 0.489 0.230 0.085 -0.59
I 2.456 0.279 0.010 0.17
H -0.892 -0.320 1.831 0.38
H -0.979 -1.243 -1.192 0.37
H 0.007 2.048 -1.171 -0.04

Of them, *two* has the lowest stability.

*one*
30
Properties=species:S:1:pos:R:3:mulliken_charge:R:1 method="wB97M-V/def2-TZVPD" orbital_gap_ha=0.336 charge=+1 e_lumo_ev=-5.165 smiles="[H]/N=[N+](/C)[C@H](CC)C1(C)CCC1"
C 2.568 0.655 -0.412 -0.50
C 1.557 -0.269 -1.063 -1.12
C 2.007 0.234 0.998 -1.30
C 0.914 -0.567 0.192 2.13
C 0.845 -2.084 0.683 -1.88
C -1.970 2.165 0.354 -1.42
C -1.785 -0.768 -1.478 -0.51
C -0.622 1.575 0.008 -0.87
C -0.476 0.092 0.512 -1.04
N -2.050 -1.670 0.598 -0.86
N -1.474 -0.816 -0.050 1.17
H 3.655 0.520 -0.473 0.38
H 2.280 1.784 -0.547 0.18
H 0.822 0.226 -1.793 0.29
H 1.919 -1.145 -1.624 0.29
H 2.627 -0.408 1.586 0.36
H 1.673 1.052 1.618 0.34
H 0.427 -2.054 1.674 0.42
H 1.902 -2.453 0.734 0.54
H 0.346 -2.739 0.033 0.42
H -2.806 1.827 -0.210 0.32
H -2.228 1.705 1.365 0.30
H -2.049 3.192 0.354 0.44
H -0.741 -0.788 -1.972 0.23
H -2.202 0.232 -1.611 0.25
H -2.306 -1.549 -1.940 0.35
H 0.233 2.085 0.271 0.65
H -0.487 1.444 -1.035 0.51
H -0.543 0.108 1.649 0.62
H -2.036 -1.586 1.577 0.31

*two*
30
Properties=species:S:1:pos:R:3:mulliken_charge:R:1 method="wB97M-V/def2-TZVPD" orbital_gap_ha=0.334 charge=+1 e_lumo_ev=-3.994
C 1.301 -0.804 -0.017 0.20
C 1.650 0.549 0.299 0.76
C -2.763 0.908 0.181 0.06
C -2.832 0.977 1.656 -1.19
C 0.638 1.536 0.546 -0.81
C 4.128 0.115 0.005 -1.18
C -2.118 -0.271 -1.852 -0.85
C -0.394 -2.622 -0.178 -0.92
C 2.935 0.921 0.217 -0.02
N -2.098 0.090 -0.439 -0.21
N 0.068 -1.240 -0.077 0.03
H 2.161 -1.630 -0.027 -0.01
H -3.196 1.776 -0.383 0.36
H -2.672 -0.052 1.934 0.30
H -3.804 1.231 2.111 0.36
H -2.062 1.571 1.997 0.35
H -0.347 1.145 0.991 -0.19
H 0.151 2.060 -0.363 0.27
H 0.948 2.394 1.242 0.40
H 3.926 -0.972 -0.137 0.26
H 4.899 0.313 0.704 0.35
H 4.616 0.338 -1.028 0.31
H -1.999 -1.396 -1.867 0.12
H -2.805 0.126 -2.539 0.45
H -1.115 0.181 -2.170 0.29
H 0.494 -3.285 0.048 0.33
H -1.301 -2.571 0.433 0.33
H -0.686 -2.938 -1.326 0.30
H 3.065 2.056 0.127 0.32
H -0.788 -0.506 -0.088 0.22

Of them, *one* has the lowest stability.

*one*
10
Properties=species:S:1:pos:R:3:mulliken_charge:R:1 method="wB97M-V/def2-TZVPD" orbital_gap_ha=0.256 e_lumo_ev=0.565
C 0.494 2.576 0.798 -0.70
C 0.076 0.344 0.239 -0.03
H 1.515 2.384 1.146 0.32
H -0.198 2.578 1.642 0.33
H 0.455 3.536 0.290 0.24
H 0.368 0.215 1.286 0.29
H 0.720 -2.387 0.418 0.37
O 0.099 1.603 -0.172 -0.27
F -0.179 -2.471 0.180 -0.13
S -0.342 -0.902 -0.703 -0.43

*two*
10
Properties=species:S:1:pos:R:3:mulliken_charge:R:1 method="wB97M-V/def2-TZVPD" orbital_gap_ha=0.385 e_lumo_ev=0.491
C 0.896 -0.596 -0.057 -0.98
C 0.168 0.746 0.269 -0.46
O -2.171 -0.545 0.995 -0.53
F -1.487 -0.135 -1.492 -0.25
S -1.723 0.592 -0.031 0.57
H 1.979 -0.318 -0.103 0.30
H 0.826 -1.408 0.690 0.30
H 0.587 -0.787 -1.070 0.34
H 0.487 1.513 -0.507 0.34
H 0.439 0.938 1.306 0.37

Of them, *one* has the lowest stability.